A cluster of 2 separate species, C6H16N3 in total. Source: the Open Molecules 2025 dataset; level of theory: ωB97M-V with the def2-TZVPD basis set.

Last column: Löwdin charge in e.
Geometry (Å):
C: 1.980 -1.326 0.102  -0.122
C: 2.097 -0.243 -1.025  -0.068
C: 0.801 -0.876 0.915  -0.181
C: 1.322 0.862 -0.476  -0.267
C: -0.362 1.210 1.401  -0.005
C: -3.269 -0.887 -0.117  -0.190
N: 0.533 0.461 0.540  -0.106
N: 1.438 2.066 -1.037  0.239
N: -2.026 -0.304 -0.452  -0.108
H: 2.050 -2.253 -0.369  0.096
H: 2.855 -1.432 0.773  0.130
H: 3.127 -0.018 -1.381  0.146
H: 1.565 -0.661 -1.931  0.158
H: -0.138 -1.468 0.891  0.128
H: 1.095 -1.087 2.039  0.173
H: -0.700 2.074 0.835  0.091
H: 0.130 1.432 2.400  0.136
H: -1.216 0.513 1.352  0.076
H: -3.688 -0.704 0.947  0.112
H: -4.063 -0.562 -0.852  0.093
H: -3.038 -1.889 -0.259  0.048
H: 2.085 2.167 -1.790  0.129
H: 1.193 2.894 -0.556  0.118
H: -1.671 -0.672 -1.343  0.097
H: -2.102 0.705 -0.607  0.078

## Properties
total charge: +1
HOMO level: -12.660 eV
HOMO-LUMO gap: 9.69 eV
LUMO level: -2.973 eV


A cluster of 2 separate species, C4H8N2O in total. Source: the Open Molecules 2025 dataset; level of theory: ωB97M-V with the def2-TZVPD basis set.

Last column: Löwdin charge in e.
Geometry (Å):
C: 0.134 1.975 1.493  -0.174
N: 0.233 1.711 0.067  -0.081
C: -0.877 -0.359 -0.680  -0.188
N: -1.997 -0.059 -0.731  0.163
C: 0.369 -1.178 -0.764  -0.441
O: 1.484 -0.730 -0.782  0.104
C: 0.022 -2.639 -0.858  -0.016
H: 0.965 1.485 2.009  0.073
H: -0.797 1.536 1.870  0.070
H: 0.141 3.041 1.763  0.066
H: 1.105 2.048 -0.324  0.078
H: -0.540 2.136 -0.435  0.066
H: -0.693 -2.787 -1.674  0.095
H: 0.926 -3.227 -1.023  0.089
H: -0.475 -2.951 0.067  0.098

## Properties
HOMO level: -9.182 eV
HOMO-LUMO gap: 9.37 eV
LUMO level: 0.183 eV
SMILES string: CC(=O)C#N.CN


A cluster of 2 separate species, C5H9Cl in total. Source: the Open Molecules 2025 dataset; level of theory: ωB97M-V with the def2-TZVPD basis set.

Last column: Löwdin charge in e.
Geometry (Å):
C: 0.448 0.677 1.246  -0.085
C: -0.048 0.843 -0.158  -0.359
C: 0.920 -0.283 0.118  -0.701
C: -1.410 0.704 -0.707  -0.101
C: 0.419 -1.729 -0.003  -0.045
Cl: 2.632 0.271 -0.395  0.540
H: 1.163 1.283 1.535  0.033
H: -0.140 0.226 1.954  0.085
H: 0.403 1.961 -0.958  0.222
H: -1.463 0.631 -1.719  0.049
H: -2.129 1.456 -0.557  0.069
H: -1.832 -0.119 -0.200  0.067
H: 0.029 -1.808 -1.057  0.108
H: -0.316 -1.788 0.676  0.029
H: 1.323 -2.324 0.226  0.090

## Properties
HOMO level: -9.730 eV
HOMO-LUMO gap: 10.73 eV
LUMO level: 0.999 eV


A structure of composition C7H7HgO6. Source: the Open Molecules 2025 dataset; level of theory: ωB97M-V with the def2-TZVPD basis set.

Last column: Löwdin charge in e.
Geometry (Å):
O: -0.068 4.617 -4.436  0.029
C: -0.138 3.577 -3.966  -0.005
Hg: 0.263 -0.601 -1.231  0.912
O: 0.215 3.336 -0.402  0.058
C: 0.119 2.188 -0.360  -0.067
C: -0.353 -4.179 -2.612  0.006
O: -0.453 -4.833 -3.564  0.016
C: 3.055 0.352 -0.897  -0.046
O: 3.974 0.988 -0.701  0.078
C: -2.556 0.310 -1.227  -0.037
O: -3.515 0.910 -1.204  0.087
H: 0.520 0.734 -2.202  -0.072
C: 0.135 -0.354 3.254  -0.068
C: -0.675 -0.987 2.188  -0.266
O: 0.136 -1.310 1.037  -0.220
H: 0.864 -1.032 3.668  0.083
H: -0.431 -0.047 4.126  0.095
H: 0.661 0.535 2.913  0.085
H: -1.102 -1.940 2.489  0.127
H: -1.471 -0.348 1.816  0.113
H: 0.818 -1.917 1.312  0.095

## Properties
total charge: +1
HOMO level: -14.773 eV
HOMO-LUMO gap: 9.60 eV
LUMO level: -5.169 eV


A cluster of 8 separate species, C24H64O8 in total. Source: the Open Molecules 2025 dataset; level of theory: ωB97M-V with the def2-TZVPD basis set.

Last column: Löwdin charge in e.
Geometry (Å):
C: 16.666 -13.538 9.780  -0.047
C: 17.177 -12.612 10.861  -0.521
C: 17.993 -11.404 10.346  -0.038
O: 16.112 -12.117 11.576  -0.043
H: 15.792 -13.074 9.323  0.082
H: 16.382 -14.530 10.131  0.070
H: 17.427 -13.761 9.032  0.081
H: 17.765 -13.238 11.532  0.105
H: 18.282 -10.809 11.212  0.067
H: 17.480 -10.667 9.729  0.081
H: 18.890 -11.701 9.801  0.065
H: 15.446 -11.779 10.973  0.092
C: 17.190 -15.333 13.382  -0.058
C: 18.668 -15.522 13.126  -0.502
C: 19.478 -15.057 14.369  -0.047
O: 19.086 -16.850 12.916  -0.042
H: 16.852 -15.927 14.231  0.084
H: 16.655 -15.544 12.457  0.073
H: 16.877 -14.320 13.637  0.077
H: 18.972 -14.929 12.264  0.117
H: 19.325 -14.022 14.675  0.062
H: 20.503 -15.405 14.245  0.080
H: 19.051 -15.603 15.211  0.074
H: 19.118 -17.264 13.781  0.083
C: 24.177 -18.158 9.057  -0.055
C: 25.046 -17.468 8.006  -0.467
C: 25.120 -18.389 6.766  -0.053
O: 24.494 -16.212 7.650  -0.066
H: 23.887 -17.439 9.822  0.071
H: 24.695 -18.970 9.567  0.082
H: 23.270 -18.588 8.632  0.079
H: 26.042 -17.338 8.430  0.128
H: 25.800 -19.185 7.070  0.081
H: 25.840 -17.871 6.132  0.076
H: 24.187 -18.713 6.306  0.088
H: 23.827 -16.285 6.964  0.103
C: 23.244 -14.223 11.452  -0.035
C: 22.620 -13.149 10.559  -0.483
C: 21.638 -12.262 11.231  -0.055
O: 23.749 -12.437 10.097  -0.074
H: 24.009 -14.746 10.877  0.060
H: 22.487 -14.929 11.793  0.073
H: 23.622 -13.695 12.328  0.085
H: 22.087 -13.709 9.790  0.140
H: 21.120 -11.571 10.567  0.080
H: 22.152 -11.748 12.044  0.079
H: 20.874 -12.836 11.756  0.074
H: 24.083 -12.871 9.308  0.049
C: 18.956 -10.945 16.501  -0.054
C: 19.356 -10.102 15.284  -0.497
C: 19.836 -10.897 14.091  -0.073
O: 18.178 -9.423 14.886  -0.053
H: 19.801 -11.554 16.822  0.075
H: 18.104 -11.566 16.227  0.077
H: 18.707 -10.330 17.366  0.078
H: 20.156 -9.407 15.538  0.139
H: 19.114 -11.633 13.737  0.068
H: 20.739 -11.419 14.407  0.081
H: 20.041 -10.195 13.282  0.083
H: 17.571 -10.151 14.732  0.077
C: 27.094 -14.801 9.861  -0.035
C: 28.040 -13.628 10.316  -0.499
C: 27.382 -12.301 10.503  -0.043
O: 28.573 -14.056 11.525  -0.046
H: 27.516 -15.806 9.878  0.068
H: 26.651 -14.619 8.881  0.049
H: 26.258 -14.935 10.548  0.065
H: 28.859 -13.587 9.598  0.131
H: 28.045 -11.640 11.062  0.089
H: 26.418 -12.383 11.006  0.074
H: 27.255 -11.887 9.503  0.068
H: 29.391 -14.508 11.305  0.092
C: 25.192 -11.190 6.992  -0.036
C: 25.172 -12.649 6.621  -0.492
C: 26.504 -13.188 6.078  -0.037
O: 24.784 -13.391 7.747  -0.075
H: 25.956 -11.086 7.762  0.074
H: 24.213 -10.795 7.263  0.088
H: 25.465 -10.565 6.142  0.084
H: 24.416 -12.786 5.848  0.133
H: 26.778 -12.668 5.160  0.079
H: 26.453 -14.228 5.756  0.074
H: 27.260 -13.043 6.849  0.076
H: 24.720 -14.315 7.494  0.049
C: 24.889 -9.790 11.897  -0.055
C: 23.700 -9.065 11.271  -0.532
C: 24.096 -7.700 10.819  -0.065
O: 23.221 -9.765 10.179  -0.051
H: 24.731 -10.752 12.384  0.073
H: 25.331 -9.148 12.659  0.079
H: 25.674 -9.952 11.159  0.074
H: 22.921 -9.078 12.033  0.128
H: 24.973 -7.671 10.173  0.083
H: 24.328 -7.042 11.657  0.078
H: 23.322 -7.196 10.240  0.079
H: 23.604 -10.642 10.261  0.023

## Properties
HOMO level: -9.280 eV
HOMO-LUMO gap: 9.72 eV
LUMO level: 0.437 eV
SMILES string: CC(C)O.CC(C)O.CC(C)O.CC(C)O.CC(C)O.CC(C)O.CC(C)O.CC(C)O


A structure of composition C45H36BrCl2FeN7O3Si. Source: the Open Molecules 2025 dataset; level of theory: ωB97M-V with the def2-TZVPD basis set.

Last column: Löwdin charge in e.
Geometry (Å):
Fe: -1.237 -0.063 1.685  0.620
C: 0.446 -0.562 2.635  -0.200
Si: 2.059 -1.007 1.825  0.664
C: 2.759 0.454 0.851  -0.230
N: 1.779 1.174 0.042  -0.189
C: 2.002 2.611 0.032  -0.197
C: 3.315 3.014 -0.659  -0.170
C: 3.569 2.127 -1.893  -0.190
C: 2.253 1.537 -2.391  -0.184
C: 1.617 0.645 -1.318  -0.182
C: 2.020 -2.584 0.807  -0.255
C: 2.977 -2.832 -0.181  -0.103
C: 2.981 -4.011 -0.910  -0.087
C: 2.014 -4.977 -0.658  -0.095
C: 1.056 -4.759 0.319  -0.084
C: 1.065 -3.574 1.053  -0.096
C: 3.308 -1.314 3.212  -0.227
C: 3.652 -0.293 4.102  -0.098
C: 4.543 -0.509 5.143  -0.090
C: 5.114 -1.762 5.317  -0.101
C: 4.786 -2.793 4.448  -0.095
C: 3.892 -2.569 3.410  -0.089
H: 0.640 0.334 3.235  0.033
H: 0.123 -1.324 3.350  0.043
H: 3.650 0.152 0.274  0.081
H: 3.146 1.134 1.619  0.083
H: 1.970 2.981 1.059  0.122
H: 1.158 3.071 -0.483  0.093
H: 4.151 2.933 0.039  0.099
H: 3.252 4.067 -0.950  0.105
H: 4.245 1.307 -1.630  0.100
H: 4.060 2.697 -2.683  0.099
H: 2.398 0.951 -3.303  0.106
H: 1.568 2.351 -2.650  0.103
H: 2.075 -0.349 -1.351  0.107
H: 0.555 0.508 -1.540  0.099
H: 3.735 -2.083 -0.388  0.096
H: 3.733 -4.178 -1.671  0.099
H: 2.005 -5.900 -1.226  0.098
H: 0.295 -5.507 0.510  0.104
H: 0.282 -3.393 1.781  0.105
H: 3.205 0.691 3.995  0.100
H: 4.783 0.298 5.824  0.100
H: 5.807 -1.935 6.130  0.096
H: 5.223 -3.775 4.582  0.097
H: 3.643 -3.384 2.739  0.093
Cl: -3.912 -6.260 -0.850  0.642
C: -3.382 -4.855 0.033  -0.671
C: -3.865 -4.648 1.335  -0.119
C: -3.455 -3.562 2.059  -0.582
Cl: -4.054 -3.314 3.658  0.731
C: -2.539 -2.597 1.532  -0.368
O: -2.193 -1.603 2.265  -0.119
C: -2.081 -2.844 0.209  -0.149
C: -1.162 -1.956 -0.435  -0.128
O: -0.726 -0.881 0.017  -0.054
C: -2.502 -3.973 -0.519  -0.069
H: -4.564 -5.350 1.769  0.107
H: -0.734 -2.303 -1.387  0.150
H: -2.113 -4.133 -1.518  0.119
Br: 2.392 4.066 -6.173  0.707
C: 0.554 3.765 -5.800  -0.698
C: 0.120 2.476 -5.538  -0.131
C: -1.213 2.254 -5.235  -0.027
C: -2.109 3.318 -5.212  -0.304
C: -1.668 4.599 -5.528  -0.042
C: -0.329 4.831 -5.801  -0.128
N: -3.508 3.100 -5.040  0.059
N: -3.992 2.608 -4.006  0.065
C: -3.260 2.373 -2.822  -0.234
C: -2.252 3.184 -2.327  -0.012
C: -1.663 2.956 -1.087  0.003
C: -2.034 1.872 -0.290  -0.326
O: -1.513 1.636 0.860  -0.111
C: -3.134 1.053 -0.757  -0.138
N: -3.546 0.068 0.076  0.137
C: -4.578 -0.656 -0.274  -0.120
C: -5.271 -0.473 -1.487  -0.046
C: -4.852 0.501 -2.349  -0.008
C: -3.752 1.316 -1.996  -0.095
H: 0.822 1.655 -5.552  0.097
H: -1.559 1.255 -5.004  0.121
H: -2.382 5.412 -5.544  0.115
H: 0.023 5.830 -6.021  0.099
H: -1.932 4.047 -2.895  0.109
H: -0.917 3.638 -0.702  0.105
H: -4.887 -1.432 0.422  0.114
H: -6.121 -1.101 -1.720  0.100
H: -5.352 0.676 -3.292  0.105
N: -1.771 0.811 3.354  0.148
C: -2.047 1.340 4.340  -0.111
C: -2.363 1.975 5.536  -0.285
C: -1.700 1.587 6.724  -0.267
N: -1.160 1.271 7.696  0.098
C: -3.326 3.010 5.560  -0.265
N: -4.111 3.858 5.586  0.099

## Properties
total charge: -1
HOMO level (spin up / spin down): -5.253 / -5.230 eV
multiplicity: 2
HOMO-LUMO gap (spin up / spin down): 6.48 / 6.45 eV
LUMO level (spin up / spin down): 1.230 / 1.221 eV
expectation value of S²: 0.8804


A cluster of 2 separate species, C2H2F2 in total. Source: the Open Molecules 2025 dataset; level of theory: ωB97M-V with the def2-TZVPD basis set.

Last column: Löwdin charge in e.
Geometry (Å):
C: 0.280 -0.745 -0.058  0.100
C: -0.352 0.388 0.080  -0.227
F: -1.475 0.756 0.487  0.164
F: 0.562 2.138 -0.338  -0.159
H: 1.231 -0.879 -0.417  0.041
H: -0.245 -1.658 0.245  0.081

## Properties
HOMO level (spin up / spin down): -8.103 / -10.181 eV
multiplicity: 3
HOMO-LUMO gap (spin up / spin down): 9.12 / 5.92 eV
LUMO level (spin up / spin down): 1.019 / -4.264 eV
expectation value of S²: 2.0109


A cluster of 2 separate species, C3H12N3O in total. Source: the Open Molecules 2025 dataset; level of theory: ωB97M-V with the def2-TZVPD basis set.

Last column: Löwdin charge in e.
Geometry (Å):
C: -0.983 0.596 -1.005  -0.526
O: -1.000 1.407 0.062  -0.318
C: -1.877 -0.648 -0.902  -0.346
N: -1.657 -1.617 -1.968  -0.044
H: -1.355 1.070 -2.022  0.107
H: 0.019 0.136 -1.208  0.075
H: -1.751 -1.067 0.165  0.107
H: -2.913 -0.242 -0.911  0.098
H: -0.769 -2.098 -1.906  0.045
H: -2.421 -2.289 -2.156  0.053
N: 2.732 -0.680 1.252  -0.053
C: 1.352 -0.128 1.280  -0.438
N: 1.279 1.284 1.162  -0.048
H: 3.273 -0.123 0.540  0.063
H: 3.162 -0.603 2.147  0.008
H: 0.727 -0.698 0.520  0.091
H: 0.903 -0.498 2.242  0.097
H: 1.414 1.796 2.009  0.021
H: 0.279 1.534 0.732  0.009

## Properties
total charge: -1
HOMO level: -3.084 eV
HOMO-LUMO gap: 7.33 eV
LUMO level: 4.244 eV